<P>
# CH3ClN2O2

CH3ClN2O2 in the gas phase (the ωB97M-V functional and the def2-TZVPD basis, OMol25).

Its total charge is 0. The calculation puts the HOMO energy at -10.393 eV. For the gap between HOMO and LUMO, the calculation gives 9.91 eV. Its LUMO energy is -0.48 eV.

CARTESIAN COORDINATES (ANGSTROEM)
1 C -1.119 0.283 -0.040
2 N 0.300 0.254 -0.146
3 N 1.104 -0.897 0.107
4 O 0.481 -1.931 0.174
5 O 2.296 -0.746 0.114
6 Cl 1.260 1.816 0.015
7 H -1.379 1.314 -0.313
8 H -1.490 -0.285 -0.890
9 H -1.452 0.192 0.979



<Q>
# CH3ClN2O2

CH3ClN2O2 as an isolated structure (the ωB97M-V functional and the def2-TZVPD basis, OMol25).

Its total charge is 0. The calculation puts the HOMO energy (spin up / spin down) at -11.111 / -11.029 eV. For the gap between HOMO and LUMO (spin up / spin down), the calculation gives 8.27 / 8.33 eV. Its LUMO energy (spin up / spin down) is -2.84 / -2.70 eV.

CARTESIAN COORDINATES (ANGSTROEM)
1 C 0.134 -0.098 -0.038
2 N 1.150 -0.718 -0.761
3 N 2.256 -1.116 0.087
4 O 1.859 -1.575 1.106
5 O 3.338 -1.165 -0.373
6 Cl 2.102 0.585 -2.370
7 H 0.178 -0.740 0.974
8 H 0.305 0.974 0.133
9 H -0.813 -0.270 -0.643



<R>
# CH3ClN2O2

CH3ClN2O2 in the gas phase (the ωB97M-V functional and the def2-TZVPD basis, OMol25).

Its total charge is 0. The calculation puts the HOMO energy (spin up / spin down) at -8.906 / -8.988 eV. For the gap between HOMO and LUMO (spin up / spin down), the calculation gives 9.16 / 8.84 eV. Its LUMO energy (spin up / spin down) is 0.25 / -0.14 eV.

CARTESIAN COORDINATES (ANGSTROEM)
1 C -0.412 -0.398 -0.951
2 N 0.434 0.070 1.351
3 N 0.312 0.495 -0.105
4 O 1.004 0.718 2.184
5 O 1.046 1.384 -0.467
6 Cl -2.212 -0.152 -1.104
7 H 0.140 -0.101 -1.877
8 H -0.079 -1.354 -0.648
9 H -0.234 -0.662 1.616



Which of them is most stable, and which least? Most stable: <P>; least stable: <Q>.



<P>
# H35O17

A 17-piece molecular cluster, H35O17 overall (the ωB97M-V functional and the def2-TZVPD basis, OMol25).

Its total charge is +1. The calculation puts the HOMO energy at -13.357 eV. For the gap between HOMO and LUMO, the calculation gives 10.91 eV. Its LUMO energy is -2.44 eV.

CARTESIAN COORDINATES (ANGSTROEM)
1 O 4.697 -0.778 1.875
2 H 5.239 -0.071 2.224
3 H 3.972 -0.937 2.493
4 O 0.107 -4.744 0.917
5 H -0.103 -4.815 1.856
6 H 0.635 -5.534 0.833
7 O -2.158 1.405 -3.539
8 H -1.385 0.839 -3.402
9 H -2.865 1.008 -4.025
10 O 1.280 2.643 1.692
11 H 1.424 1.703 1.399
12 H 1.727 3.410 1.352
13 O -1.343 3.286 0.254
14 H -1.313 4.034 -0.383
15 O -2.651 -1.598 1.059
16 H -2.387 -0.648 1.145
17 H -1.780 -1.849 0.660
18 O 2.604 -2.073 0.448
19 H 3.110 -1.249 0.319
20 H 3.103 -2.834 0.171
21 O 2.694 2.009 -0.785
22 H 3.304 1.271 -0.806
23 H 3.232 2.825 -0.784
24 O 0.407 1.041 -1.818
25 H -1.419 -0.189 -1.306
26 H 0.627 1.567 -2.568
27 O -0.371 -2.337 0.049
28 H 0.072 -2.376 -0.821
29 H -0.244 -3.291 0.323
30 O 4.375 -0.204 -0.943
31 H 4.880 -0.588 -1.664
32 H 4.886 -0.107 -0.061
33 O -3.186 2.516 2.159
34 H -2.359 2.685 1.644
35 H -3.078 3.332 2.653
36 O 1.988 -0.697 2.695
37 H 1.692 -0.534 3.590
38 H 1.310 -1.168 2.195
39 O -4.114 -0.603 -0.702
40 H -4.247 0.306 -0.196
41 H -3.660 -1.248 0.029
42 O 0.348 -2.180 -2.780
43 H 0.864 -1.348 -2.533
44 H 1.018 -2.704 -3.217
45 O -2.018 0.549 -1.148
46 H -1.821 1.201 -1.891
47 H -3.210 -0.318 -1.178
48 O -4.911 1.376 0.632
49 H -4.554 2.306 0.751
50 H -4.863 1.163 1.571
51 H -0.460 3.119 0.617
52 H 0.903 1.430 -1.053



<Q>
# H35O17

H35O17 as an isolated structure (the ωB97M-V functional and the def2-TZVPD basis, OMol25).

Its total charge is +1. The calculation puts the HOMO energy at -13.376 eV. For the gap between HOMO and LUMO, the calculation gives 10.78 eV. Its LUMO energy is -2.60 eV.

CARTESIAN COORDINATES (ANGSTROEM)
1 O 0.094 -0.736 -2.702
2 H -0.883 -0.571 -3.016
3 H 0.657 -1.240 -3.296
4 O 0.094 -2.457 -0.827
5 H 0.234 -1.977 0.214
6 H -0.810 -2.864 -0.748
7 O -3.601 1.780 0.936
8 H -4.058 2.653 1.118
9 H -2.735 2.141 0.674
10 O 1.285 2.344 1.561
11 H 1.780 2.478 2.299
12 H 0.477 4.275 0.022
13 O -4.591 -1.161 -1.103
14 H 0.869 4.349 -3.549
15 O -2.349 -2.530 0.054
16 H -2.911 -3.259 0.085
17 H -2.962 -1.805 0.165
18 O 3.085 3.126 -2.427
19 H 2.205 3.065 -2.357
20 H 3.528 2.312 -2.871
21 O 0.540 3.507 -3.111
22 H -5.486 -0.976 -1.180
23 H 0.069 3.918 -2.357
24 O 0.317 0.728 3.578
25 H -1.152 -3.805 3.776
26 H 0.711 -0.161 3.613
27 O 2.881 0.929 3.107
28 H 3.651 0.752 3.779
29 H 2.010 1.327 3.610
30 O -1.755 -4.890 -0.637
31 H -0.972 -5.358 -0.749
32 H -2.369 -5.050 0.035
33 O 0.250 -1.578 1.401
34 H 0.204 -2.310 1.949
35 H 1.261 -1.317 1.354
36 O -0.466 1.388 0.359
37 H -0.449 0.606 -0.239
38 H -0.262 2.297 -0.195
39 O 2.328 -1.099 -4.329
40 H 2.831 -0.183 -4.124
41 H -1.013 -2.917 2.559
42 O -0.313 4.525 -0.447
43 H -0.713 5.285 0.065
44 H 0.168 -2.019 -1.637
45 O -0.474 -3.198 3.362
46 H 1.799 2.516 0.600
47 H 3.072 -1.634 -3.958
48 O 2.606 -0.674 1.154
49 H 2.674 0.313 1.332
50 H 3.417 -1.101 1.642
51 H -4.239 -0.555 -0.675
52 H -0.059 0.788 2.621



Which of them is most stable, and which least? Most stable: <P>; least stable: <Q>.



<P>
# C4H6O2

C4H6O2 as an isolated structure (the ωB97M-V functional and the def2-TZVPD basis, OMol25).

Its total charge is 0. The calculation puts the HOMO energy at -9.892 eV. For the gap between HOMO and LUMO, the calculation gives 10.65 eV. Its LUMO energy is 0.76 eV.

CARTESIAN COORDINATES (ANGSTROEM)
1 O -0.153 -1.112 -1.609
2 C 0.029 0.092 -0.922
3 C -1.038 0.553 0.132
4 C 0.060 0.604 1.202
5 O 0.727 -1.010 1.029
6 C 1.066 0.092 0.214
7 H -0.157 -1.808 -0.934
8 H 0.223 0.864 -1.672
9 H -1.419 1.561 -0.081
10 H -1.888 -0.104 0.333
11 H 0.444 -0.256 2.050
12 H 2.129 0.313 0.136



<Q>
# C4H6O2

A 2-piece molecular cluster, C4H6O2 overall (the ωB97M-V functional and the def2-TZVPD basis, OMol25).

Its total charge is 0. The calculation puts the HOMO energy at -8.598 eV. For the gap between HOMO and LUMO, the calculation gives 8.77 eV. Its LUMO energy is 0.18 eV.

CARTESIAN COORDINATES (ANGSTROEM)
1 O -0.329 -1.797 0.108
2 C 0.167 -0.929 -0.749
3 C 1.060 0.923 0.541
4 C -0.016 0.874 1.328
5 C -0.901 -0.297 -1.573
6 O -1.561 -0.968 -2.339
7 H 0.413 -2.225 0.552
8 H 1.145 1.682 -0.230
9 H 1.875 0.208 0.628
10 H -0.790 1.634 1.280
11 H -0.119 0.083 2.067
12 H -0.943 0.812 -1.613



Which of them is most stable, and which least? Most stable: <Q>; least stable: <P>.